Entry 1:
ORCA calculation (wB97M-V/def2-TZVPD) on a molecular structure, C11H22BrCl12O2P.

Calculated values
spin multiplicity: 1
highest occupied orbital energy: -9.239 eV
total charge: 0
calculated total energy: -245454.15482 eV

```
49
Properties=species:S:1:pos:R:3:lowdin_charge:R:1
C 0.253 0.249 3.947 -0.168
C -0.233 1.762 3.472 -0.675
Br -0.414 2.934 5.128 0.587
C -1.732 1.722 2.735 -0.362
P -3.103 1.225 3.974 0.996
C -4.152 2.773 4.397 -0.240
C -4.274 -0.158 3.369 -0.753
O -4.288 -1.301 4.103 -0.189
O -5.163 -0.017 2.200 -0.298
H 0.805 -0.345 3.083 0.084
H -0.623 -0.374 4.443 0.082
H 1.061 0.399 4.798 0.081
H 0.557 2.243 2.730 0.121
H -1.704 1.058 1.752 0.060
H -1.951 2.839 2.384 0.112
H -2.468 0.771 5.185 0.038
H -4.840 2.536 5.338 0.091
H -4.786 3.033 3.438 0.085
H -3.395 3.664 4.607 0.049
C -1.434 -2.044 1.479 -0.916
Cl -2.907 -1.090 1.692 0.731
Cl -0.354 -1.293 0.298 0.536
H -0.916 -2.119 2.438 0.024
H -1.705 -3.043 1.128 0.038
C -5.350 -3.198 0.249 -1.046
Cl -6.196 -4.589 0.939 0.500
Cl -4.684 -3.584 -1.342 0.485
H -6.053 -2.368 0.148 0.035
H -4.534 -2.912 0.917 -0.033
C 1.566 0.002 -2.554 -1.017
Cl 2.377 -0.770 -3.923 0.527
Cl 2.615 1.201 -1.787 0.499
H 0.660 0.498 -2.911 0.037
H 1.303 -0.763 -1.819 -0.027
C 5.388 3.799 -1.948 -1.033
Cl 5.378 5.337 -2.819 0.503
Cl 4.275 3.839 -0.575 0.471
H 5.082 3.002 -2.630 0.014
H 6.398 3.604 -1.581 0.031
C 5.766 -2.239 -3.289 -1.041
Cl 6.577 -3.010 -4.657 0.495
Cl 6.815 -1.040 -2.522 0.490
H 4.860 -1.742 -3.646 -0.042
H 5.503 -3.003 -2.554 0.031
C 1.948 -1.597 -8.058 -1.029
Cl 3.591 -1.655 -7.409 0.488
Cl 1.065 -0.200 -7.431 0.488
H 1.998 -1.527 -9.147 0.028
H 1.420 -2.510 -7.771 0.030
```


Entry 2:
ORCA calculation (wB97M-V/def2-TZVPD) on 3 unconnected molecules or ions with the total composition C11H22FO6.

Calculated values
spin multiplicity: 1
highest occupied orbital energy: -0.943 eV
total charge: -1
calculated total energy: -26764.97541 eV

```
40
Properties=species:S:1:pos:R:3:lowdin_charge:R:1
C -1.994 -1.531 5.109 -0.244
C -3.277 -0.773 5.348 -0.410
C -4.617 -1.480 5.154 -0.272
F -4.748 -2.629 5.965 -0.123
H -1.909 -2.391 5.785 -0.075
H -1.929 -1.891 4.071 -0.097
H -3.343 0.085 4.655 0.070
H -3.298 -0.341 6.360 0.064
H -5.474 -0.847 5.432 0.084
H -4.733 -1.811 4.117 0.086
C -1.069 1.899 -1.569 -0.067
C -0.493 1.749 -0.178 -0.208
O -1.353 0.981 0.678 0.040
C -1.266 -0.344 0.538 -0.602
O -0.568 -0.905 -0.279 0.083
O -2.054 -0.920 1.420 0.016
C -2.078 -2.355 1.379 -0.036
H -2.070 2.330 -1.522 0.078
H -0.433 2.562 -2.159 0.075
H -1.120 0.933 -2.070 0.072
H -0.415 2.711 0.324 0.122
H 0.492 1.283 -0.208 0.116
H -1.067 -2.752 1.410 0.098
H -2.576 -2.677 0.465 0.092
H -2.627 -2.658 2.265 0.071
C 4.126 2.407 -5.169 -0.068
C 4.863 2.030 -3.902 -0.218
O 3.957 1.601 -2.873 0.029
C 3.537 0.334 -2.973 -0.615
O 3.886 -0.453 -3.819 0.113
O 2.688 0.097 -1.985 0.007
C 2.146 -1.235 -1.948 -0.020
H 3.373 3.166 -4.959 0.080
H 4.830 2.812 -5.898 0.077
H 3.642 1.535 -5.605 0.076
H 5.371 2.889 -3.468 0.120
H 5.590 1.240 -4.088 0.120
H 2.950 -1.968 -1.938 0.096
H 1.513 -1.399 -2.819 0.101
H 1.547 -1.282 -1.047 0.070
```


Entry 3:
ORCA calculation (wB97M-V/def2-TZVPD) on a molecular structure, C11H22I2NO3P2Rh.

Calculated values
energy above the lowest of the compared OMol25 structures with the same formula, charge and spin: 148.91 kJ/mol
spin multiplicity: 5
highest occupied orbital energy (alpha / beta): -15.406 / -16.106 eV
total charge: +2
calculated total energy: -57166.12198 eV

```
42
Properties=species:S:1:pos:R:3:lowdin_spin:R:1
I 2.331 0.170 1.782 0.440
I 2.570 0.730 -1.533 0.967
Rh -0.253 -0.077 0.770 1.214
P 0.142 2.297 0.409 0.103
C -1.000 2.844 1.717 0.033
C 1.628 3.285 0.861 0.007
H 1.345 4.346 0.807 0.002
H -0.720 4.118 -0.864 0.005
H 2.442 3.080 0.159 0.005
H 0.399 3.088 -1.843 0.002
H -1.194 2.027 2.417 0.007
H 1.946 3.029 1.877 0.002
C -0.424 3.088 -1.116 0.022
H -0.531 3.690 2.228 0.005
H -1.270 2.543 -1.556 0.001
H -1.944 3.146 1.254 0.002
P 2.238 -2.015 -0.559 0.429
C 1.688 -3.549 0.347 0.101
C 2.538 -2.753 -2.219 0.040
H 4.504 -1.094 -0.275 -0.001
H 4.529 -2.891 -0.319 0.004
H 3.994 -2.012 1.163 0.001
C 4.001 -2.007 0.065 0.018
H 3.027 -2.023 -2.868 0.005
H 3.152 -3.655 -2.119 0.008
H 2.303 -4.390 0.010 0.017
H 0.636 -3.747 0.114 0.000
H 1.569 -3.023 -2.656 0.000
H 1.788 -3.415 1.428 0.001
C -0.538 -1.592 1.823 0.036
O -0.770 -2.530 2.468 0.004
O -1.795 0.447 -2.177 0.119
C -2.503 0.140 -1.218 0.007
C -4.043 0.038 -1.242 -0.004
C -4.462 -0.249 0.174 -0.002
C -3.172 -0.180 1.002 0.015
O -3.139 -0.139 2.218 0.116
N -2.121 -0.100 0.098 0.271
H -4.503 0.949 -1.641 -0.001
H -4.321 -0.792 -1.888 -0.001
H -5.205 0.436 0.588 0.000
H -4.862 -1.259 0.313 -0.001
```


Entry 4:
ORCA calculation (wB97M-V/def2-TZVPD) on a molecular structure, C11H22InNO3.

Calculated values
energy above the lowest of the compared OMol25 structures with the same formula, charge and spin: 281.79 kJ/mol
spin multiplicity: 1
highest occupied orbital energy: -16.161 eV
total charge: +2
calculated total energy: -24545.33317 eV

```
38
Properties=species:S:1:pos:R:3:lowdin_charge:R:1
In 0.444 3.199 1.442 1.177
C -1.740 0.356 4.829 0.073
C -0.781 1.100 3.909 -0.821
O -0.329 0.599 2.943 0.136
O -0.661 2.247 4.059 0.165
H -1.584 -0.720 4.745 0.108
H -2.751 0.693 4.599 0.108
H -1.616 0.560 5.892 0.111
C -1.586 -0.276 -2.241 0.026
C -0.994 -0.096 -0.780 -0.387
C -0.802 -1.583 -0.263 -0.061
C 0.497 -2.195 -0.926 -0.174
C 1.631 -1.451 -0.454 -0.129
C 1.581 0.016 -1.148 -0.368
N 0.308 0.695 -0.732 0.038
O 0.178 1.959 -1.207 -0.082
C 2.770 0.818 -0.421 -0.007
C 2.047 -0.078 -2.655 0.040
C -2.180 0.599 -0.104 -0.016
H -1.049 -0.981 -2.876 0.088
H -1.624 0.608 -2.878 0.099
H -2.612 -0.627 -2.137 0.115
H -0.772 -1.288 0.786 0.115
H -1.655 -2.262 -0.281 0.143
H 0.371 -2.214 -2.009 0.111
H 0.558 -3.241 -0.629 0.138
H 2.560 -1.917 -0.782 0.142
H 1.499 -1.290 0.616 0.136
H 3.563 0.099 -0.220 0.102
H 3.174 1.686 -0.942 0.099
H 2.483 1.067 0.601 0.046
H 1.339 -0.583 -3.313 0.088
H 2.147 0.926 -3.066 0.096
H 2.993 -0.614 -2.577 0.115
H -2.534 1.492 -0.620 0.106
H -1.851 0.847 0.905 0.063
H -3.025 -0.063 0.084 0.119
H 0.001 1.911 -2.149 0.138
```


Entry 5:
ORCA calculation (wB97M-V/def2-TZVPD) on a gas-phase ion, C11H22N (charge +1).

Calculated values
energy above the lowest of the compared OMol25 structures with the same formula, charge and spin: 450.69 kJ/mol
spin multiplicity: 1
highest occupied orbital energy (alpha / beta): -11.929 / -11.317 eV
total charge: +1
calculated total energy: -13242.10412 eV

```
34
Properties=species:S:1:pos:R:3:lowdin_charge:R:1
C 0.024 1.210 -1.529 -0.073
C -0.718 0.474 -0.762 0.063
C 1.539 1.318 -1.454 -0.044
C 1.647 -0.465 0.394 -0.250
C 1.205 -0.581 1.894 -0.047
C 2.273 -1.623 -0.333 -0.017
C -3.056 0.761 -0.894 -0.022
C -2.084 -0.065 1.319 -0.020
C -2.129 -1.599 -0.618 -0.032
C 1.782 1.919 1.031 -0.024
C -1.948 -0.103 -0.270 -0.583
N 2.009 0.877 -0.004 -0.144
H -0.508 1.770 -2.323 0.138
H 1.905 0.573 -2.063 0.089
H 1.881 2.341 -1.652 0.141
H 0.690 0.299 2.279 0.054
H 2.035 -0.852 2.559 0.100
H 0.435 -1.332 1.814 0.061
H 1.407 -2.211 -0.678 0.095
H 2.798 -2.364 0.318 0.109
H 2.869 -1.176 -1.135 0.082
H -2.984 1.809 -0.586 0.104
H -2.766 0.461 -1.921 0.104
H -3.984 0.292 -0.661 0.083
H -1.992 1.004 1.578 0.093
H -1.317 -0.633 1.818 0.038
H -3.017 -0.420 1.710 0.086
H -1.490 -2.180 0.014 0.070
H -2.112 -1.936 -1.701 0.119
H -3.095 -1.865 -0.335 0.061
H 0.705 1.972 1.271 0.097
H 2.191 1.619 2.086 0.137
H 2.245 2.908 0.789 0.122
H 3.048 0.949 -0.303 0.210
```


Entry 6:
ORCA calculation (wB97M-V/def2-TZVPD) on 2 unconnected molecules or ions with the total composition C11H22N.

Calculated values
energy above the lowest of the compared OMol25 structures with the same formula, charge and spin: 589.60 kJ/mol
spin multiplicity: 1
highest occupied orbital energy: -13.930 eV
total charge: +1
calculated total energy: -13240.66440 eV

```
34
Properties=species:S:1:pos:R:3:lowdin_charge:R:1
C 2.315 1.689 0.496 -0.118
C 1.232 1.273 0.247 0.129
C 3.628 2.215 0.557 -0.038
C -0.113 1.066 -2.257 -0.045
C 0.846 -1.211 -1.545 -0.007
C -1.621 -0.819 -2.079 -0.008
C -2.038 -1.159 1.313 -0.022
C 0.422 -1.311 1.593 -0.031
C -0.796 0.839 2.273 -0.041
C -0.366 -0.191 -1.391 -0.540
C -0.752 -0.370 1.288 -0.572
N -0.570 0.296 -0.060 0.147
H 3.588 3.118 0.058 0.085
H 3.782 2.334 1.559 0.074
H 4.356 1.688 0.105 0.068
H -0.925 1.745 -2.379 0.093
H 0.748 1.672 -1.980 0.081
H 0.012 0.714 -3.271 0.086
H 1.655 -0.842 -0.909 0.059
H 1.256 -1.137 -2.566 0.101
H 0.711 -2.308 -1.157 0.119
H -1.777 -1.861 -1.989 0.070
H -2.532 -0.348 -1.795 0.076
H -1.383 -0.555 -3.184 0.125
H -1.916 -1.967 0.637 0.072
H -2.211 -1.671 2.216 0.088
H -2.945 -0.564 0.968 0.126
H 0.411 -1.881 2.570 0.125
H 1.311 -0.702 1.340 0.068
H 0.506 -2.161 0.808 0.095
H -0.551 0.315 3.254 0.116
H -0.131 1.792 2.160 0.111
H -1.854 1.310 2.321 0.117
H -1.036 1.244 0.148 0.193
```